# 1
The following is a DFT calculation (ωB97M-V with the def2-TZVPD basis set) of a 2-piece molecular cluster, C4H8O2 overall.

Output
**E_HOMO**: -9.2 eV
**Relative energy (zero: lowest compared OMol25 entry of this formula, charge and spin)**: 86.2 kcal per mole

The geometry in XYZ format:
```
14
C4H8O2 ωB97M-V with the def2-TZVPD basis set
C -1.930 -0.383 1.215
C -0.594 0.158 -1.534
O 0.333 -0.731 -1.263
C 1.646 -0.247 -0.980
O 2.534 -0.782 -1.563
C 1.768 0.812 0.073
H -1.425 -1.345 1.086
H -1.607 0.079 2.151
H -3.011 -0.536 1.234
H -1.451 -0.495 -1.825
H -1.674 0.288 0.390
H 1.160 1.688 -0.165
H 2.823 1.081 0.146
H 1.426 0.414 1.034
```


# 2
The following is a DFT calculation (ωB97M-V with the def2-TZVPD basis set) of a 10-piece molecular cluster, C14H49NO10 overall in a non-equilibrium geometry.

Output
**E_HOMO**: -8.8 eV
**SMILES**: COC[C@H](C)N.CCO.CCO.CCO.CCO.CCO.O.O.O.O
**Relative energy (zero: lowest compared OMol25 entry of this formula, charge and spin)**: 38.6 kcal per mole

The geometry in XYZ format:
```
74
C14H49NO10 ωB97M-V with the def2-TZVPD basis set
C 6.032 -2.762 -1.585
O 4.625 -2.744 -1.278
C 4.035 -1.477 -1.504
C 2.845 -1.330 -0.557
C 1.720 -2.191 -1.023
N 2.439 0.043 -0.484
H 6.437 -3.710 -1.232
H 6.622 -1.989 -1.092
H 6.238 -2.565 -2.637
H 4.734 -0.642 -1.456
H 3.767 -1.337 -2.551
H 3.285 -1.696 0.371
H 1.424 -1.990 -2.053
H 0.751 -2.120 -0.528
H 2.154 -3.190 -0.996
H 1.553 -0.038 -0.004
H 2.169 0.454 -1.366
C -4.541 -2.872 1.798
C -3.577 -2.056 1.035
O -2.278 -2.529 0.820
H -4.042 -3.315 2.660
H -4.771 -3.710 1.140
H -5.463 -2.388 2.118
H -3.425 -1.148 1.619
H -4.014 -1.853 0.057
H -2.332 -3.414 0.453
C 0.796 -4.114 2.612
C -0.092 -2.968 3.093
O 0.173 -2.860 4.511
H 0.580 -4.594 1.657
H 0.553 -4.997 3.204
H 1.867 -3.916 2.634
H -1.172 -3.115 3.054
H 0.005 -2.032 2.543
H 0.993 -2.362 4.539
C -1.072 -0.231 -2.372
C -0.696 1.172 -2.851
O 0.714 1.167 -2.992
H -0.608 -1.052 -2.920
H -2.116 -0.544 -2.363
H -0.724 -0.472 -1.367
H -1.058 2.088 -2.384
H -1.020 1.191 -3.892
H 1.070 1.981 -3.354
C -4.279 2.406 -2.984
C -3.581 2.626 -1.603
O -2.787 3.767 -1.517
H -4.692 3.372 -3.275
H -5.009 1.601 -2.905
H -3.535 2.054 -3.699
H -3.093 1.770 -1.137
H -4.448 2.848 -0.981
H -2.046 3.524 -0.957
C 1.322 3.649 -0.851
C 1.995 4.499 0.191
O 1.222 4.510 1.315
H 0.414 4.092 -1.260
H 0.929 2.721 -0.435
H 2.079 3.449 -1.609
H 2.215 5.513 -0.140
H 2.959 4.096 0.501
H 1.590 3.816 1.867
O 1.332 1.919 2.359
H 0.977 1.753 3.232
H 0.711 1.500 1.764
O -0.698 0.561 1.192
H -1.133 1.373 0.932
H -1.318 -0.129 0.957
O -1.417 3.369 0.672
H -2.144 3.974 0.817
H -0.638 3.866 0.921
O -0.469 0.249 4.044
H -0.459 -0.635 4.411
H -0.579 0.116 3.102
```


# 3
The following is a DFT calculation (ωB97M-V with the def2-TZVPD basis set) of C42H32AsBrI2N8O10RuS2 as an isolated structure in a non-equilibrium geometry.

Output
**⟨S²⟩**: 8.81
**E_HOMO (alpha / beta)**: -4.1 / -6.1 eV
**2S+1**: 6
**Total charge**: -1
**Relative energy (zero: lowest compared OMol25 entry of this formula, charge and spin)**: 36.9 kcal per mole

The geometry in XYZ format:
```
99
C42H32AsBrI2N8O10RuS2 ωB97M-V with the def2-TZVPD basis set
Ru 1.086 0.138 -0.935
N 5.161 -1.991 6.853
C 4.303 -1.179 6.122
C 4.264 -1.273 4.730
C 3.351 -0.528 4.007
C 2.477 0.318 4.660
C 2.505 0.424 6.043
C 3.420 -0.310 6.772
S 1.108 1.106 3.837
O -0.016 0.323 4.294
O 1.078 2.506 4.162
N 1.254 0.831 2.242
C 2.055 1.613 1.571
N 2.012 1.608 0.162
C 2.821 2.481 -0.465
C 3.710 3.295 0.183
C 3.762 3.159 1.567
N 2.966 2.369 2.231
H 5.945 -2.366 6.347
H 5.370 -1.697 7.791
H 4.955 -1.933 4.220
H 3.326 -0.593 2.929
H 1.795 1.086 6.520
H 3.456 -0.222 7.851
H 2.726 2.515 -1.544
H 4.359 3.963 -0.359
H 4.486 3.708 2.161
O -0.391 -1.197 0.430
As -1.861 -1.009 1.158
C -1.881 -2.460 2.465
C -3.043 -3.104 2.859
C -2.983 -4.159 3.761
C -1.762 -4.577 4.265
C -0.592 -3.958 3.841
C -0.656 -2.914 2.936
C -3.130 -1.771 -0.126
C -2.564 -2.415 -1.219
C -3.363 -2.901 -2.243
C -4.741 -2.758 -2.169
C -5.312 -2.155 -1.056
C -4.513 -1.665 -0.034
C -2.539 0.672 1.839
C -3.607 0.627 2.720
C -4.137 1.807 3.212
C -3.595 3.024 2.832
C -2.519 3.060 1.958
C -1.991 1.884 1.457
H -4.001 -2.799 2.454
H -3.894 -4.656 4.070
H -1.723 -5.388 4.981
H 0.368 -4.289 4.216
H 0.245 -2.423 2.593
H -1.485 -2.500 -1.265
H -2.908 -3.370 -3.105
H -5.367 -3.104 -2.981
H -6.386 -2.034 -1.003
H -4.960 -1.139 0.802
H -4.006 -0.331 3.034
H -4.978 1.778 3.893
H -4.011 3.946 3.217
H -2.106 4.014 1.657
H -1.173 1.909 0.754
Br 5.314 3.192 -3.124
C 4.574 2.513 -4.734
C 4.674 3.300 -5.872
C 4.141 2.849 -7.066
C 3.522 1.610 -7.125
C 3.431 0.825 -5.990
C 3.947 1.275 -4.784
I 3.758 0.086 -3.050
H 5.154 4.266 -5.805
H 4.200 3.473 -7.948
H 3.088 1.256 -8.050
H 2.928 -0.130 -6.028
O -2.840 -0.205 -7.146
N -3.569 -0.008 -6.185
O -4.785 -0.145 -6.226
C -2.966 0.400 -4.947
C -1.588 0.590 -4.871
C -1.005 0.928 -3.655
C -1.758 0.930 -2.412
O -1.200 0.911 -1.277
C -3.194 0.974 -2.627
C -3.762 0.651 -3.853
N -4.092 1.352 -1.591
O -3.684 1.501 -0.455
O -5.267 1.554 -1.893
N 0.318 1.282 -3.650
O 0.974 1.325 -4.724
O 0.936 1.663 -2.543
H -0.967 0.502 -5.747
H -4.836 0.589 -3.925
I 4.321 -0.798 0.442
C 2.314 -1.357 -0.024
H 2.406 -2.242 -0.647
H 1.844 -1.620 0.918
S 0.310 -3.100 -4.206
C 0.518 -1.999 -3.092
N 0.670 -1.188 -2.242
```


# 4
The following is a DFT calculation (ωB97M-V with the def2-TZVPD basis set) of a 5-piece molecular cluster, C21H38BrN4O3S overall in a non-equilibrium geometry.

Output
**E_HOMO**: -2.0 eV
**Total charge**: -1

The geometry in XYZ format:
```
68
C21H38BrN4O3S ωB97M-V with the def2-TZVPD basis set
C -4.422 -2.848 -0.766
C -3.836 -4.240 -0.460
Br -5.272 -5.565 -1.047
C -3.677 -4.466 1.030
C -2.271 -4.123 1.538
C -1.962 -2.628 1.324
S -1.017 -1.917 2.640
O -0.963 -0.486 2.450
O -1.528 -2.356 3.903
O 0.491 -2.438 2.495
H -3.643 -2.205 -1.188
H -4.749 -2.347 0.169
H -5.240 -2.894 -1.477
H -3.796 -5.538 1.217
H -4.437 -3.957 1.665
H -1.573 -4.740 0.968
H -2.163 -4.390 2.593
H -2.887 -2.050 1.330
H -1.436 -2.510 0.376
H 0.925 -1.759 1.946
C -0.434 1.846 4.629
C 0.250 1.269 5.861
C 0.656 2.334 6.889
C 1.612 3.290 6.324
N 2.373 4.028 5.880
H 0.229 2.517 4.078
H -0.719 1.036 3.958
H -1.333 2.402 4.904
H 1.136 0.708 5.556
H -0.424 0.561 6.345
H 1.122 1.869 7.759
H -0.220 2.885 7.232
C -1.235 0.846 -2.896
C -2.151 1.470 -3.943
C -3.598 1.613 -3.462
C -4.176 0.305 -3.144
N -4.623 -0.735 -2.945
H -1.550 -0.168 -2.644
H -0.210 0.788 -3.268
H -1.222 1.436 -1.978
H -2.134 0.859 -4.850
H -1.774 2.456 -4.211
H -4.205 2.070 -4.245
H -3.655 2.248 -2.577
C 3.650 3.068 -5.283
C 2.723 1.858 -5.264
C 1.400 2.111 -5.994
C 0.649 3.207 -5.379
N 0.064 4.071 -4.897
H 3.202 3.918 -4.766
H 4.590 2.837 -4.783
H 3.879 3.373 -6.306
H 2.516 1.572 -4.232
H 3.221 1.010 -5.737
H 0.774 1.217 -5.971
H 1.583 2.366 -7.039
C 4.532 -1.810 1.305
C 5.056 -0.403 1.037
C 4.192 0.688 1.680
C 2.822 0.654 1.165
N 1.742 0.624 0.773
H 3.539 -1.952 0.877
H 5.189 -2.555 0.858
H 4.474 -2.011 2.376
H 5.110 -0.235 -0.041
H 6.072 -0.313 1.425
H 4.607 1.676 1.479
H 4.153 0.556 2.762
```


# 5
The following is a DFT calculation (ωB97M-V with the def2-TZVPD basis set) of ClFeH10O5 as an isolated structure in a non-equilibrium geometry.

Output
**⟨S²⟩**: 6.09
**E_HOMO (alpha / beta)**: -12.4 / -12.7 eV
**2S+1**: 5
**Total charge**: +1
**Relative energy (zero: lowest compared OMol25 entry of this formula, charge and spin)**: 226.9 kcal per mole

The geometry in XYZ format:
```
17
ClFeH10O5 ωB97M-V with the def2-TZVPD basis set
Fe 0.026 -0.741 0.489
Cl -0.303 -4.817 1.975
O -3.507 0.683 1.907
H -3.828 1.576 1.785
H -4.290 0.171 2.110
O -2.759 -1.494 -2.976
H -3.326 -2.265 -2.952
H -2.784 -1.206 -3.889
O 2.276 1.343 3.793
H 2.106 2.023 4.446
H 3.226 1.228 3.809
O 3.340 -1.729 -1.506
H 3.445 -1.527 -2.436
H 4.215 -1.985 -1.216
O 0.651 2.638 -1.512
H 0.250 2.730 -2.376
H 1.262 3.372 -1.451
```


# 6
The following is a DFT calculation (ωB97M-V with the def2-TZVPD basis set) of C45H36AuGeN3P2Se2 as an isolated structure in a non-equilibrium geometry.

Output
**E_HOMO**: 0.3 eV
**Total charge**: -2
**Relative energy (zero: lowest compared OMol25 entry of this formula, charge and spin)**: 0.0 kcal per mole

The geometry in XYZ format:
```
90
C45H36AuGeN3P2Se2 ωB97M-V with the def2-TZVPD basis set
Au -0.562 -0.355 -0.039
Se -7.825 0.413 1.169
P -6.077 1.511 1.659
C -6.221 3.247 1.115
C -7.245 3.610 0.255
C -7.439 4.945 -0.088
C -6.613 5.925 0.436
C -5.565 5.562 1.272
C -5.361 4.232 1.599
C -5.912 1.588 3.473
C -5.637 0.386 4.119
C -5.616 0.311 5.501
C -5.890 1.438 6.262
C -6.210 2.628 5.629
C -6.236 2.703 4.242
C -4.484 0.990 0.966
C -3.537 -0.064 0.879
N -2.457 0.482 0.241
N -2.722 1.736 -0.077
N -3.915 2.059 0.349
P -3.274 -1.743 1.509
Se -2.566 -3.289 0.263
C -4.880 -2.393 2.099
C -5.908 -2.493 1.168
C -7.049 -3.223 1.460
C -7.174 -3.864 2.683
C -6.153 -3.768 3.619
C -5.007 -3.040 3.327
C -2.282 -1.493 3.012
C -1.631 -2.597 3.558
C -0.991 -2.493 4.784
C -0.990 -1.284 5.466
C -1.592 -0.169 4.899
C -2.235 -0.271 3.672
H -7.901 2.839 -0.129
H -8.245 5.213 -0.762
H -6.779 6.967 0.190
H -4.898 6.320 1.665
H -4.518 3.951 2.217
H -5.443 -0.497 3.525
H -5.386 -0.633 5.983
H -5.865 1.388 7.344
H -6.453 3.505 6.218
H -6.512 3.631 3.762
H -5.804 -2.011 0.205
H -7.845 -3.280 0.728
H -8.065 -4.440 2.907
H -6.236 -4.277 4.573
H -4.206 -2.986 4.053
H -1.626 -3.530 3.002
H -0.481 -3.353 5.201
H -0.506 -1.206 6.432
H -1.562 0.786 5.412
H -2.695 0.603 3.227
C 1.261 -1.082 -0.370
Ge 2.324 -1.894 0.915
C 3.916 -2.847 0.154
C 4.028 -3.023 -1.226
C 4.986 -3.870 -1.775
C 5.855 -4.573 -0.948
C 5.759 -4.417 0.431
C 4.799 -3.565 0.968
C 3.067 -0.837 2.470
C 2.167 -0.098 3.243
C 2.600 0.709 4.290
C 3.958 0.814 4.578
C 4.872 0.116 3.802
C 4.426 -0.694 2.759
C 1.531 -3.466 1.857
C 1.586 -3.666 3.236
C 1.153 -4.859 3.815
C 0.667 -5.883 3.012
C 0.595 -5.697 1.634
C 1.016 -4.500 1.070
H 1.892 -0.558 -1.100
H 3.329 -2.498 -1.872
H 5.056 -3.994 -2.851
H 6.598 -5.241 -1.370
H 6.428 -4.966 1.085
H 4.717 -3.475 2.048
H 1.107 -0.145 3.000
H 1.877 1.268 4.873
H 4.300 1.446 5.391
H 5.936 0.206 4.000
H 5.159 -1.224 2.157
H 1.968 -2.872 3.873
H 1.187 -4.985 4.893
H 0.349 -6.820 3.458
H 0.203 -6.487 1.002
H 0.928 -4.341 -0.002
```


# 7
The following is a DFT calculation (ωB97M-V with the def2-TZVPD basis set) of one molecule with the formula C22H31NOS.

Output
**E_HOMO**: -8.4 eV
**SMILES**: CC(C)=CCC/C(C)=C/CC/C(C)=C/CSc1ccccc1C(N)=O
**Relative energy (zero: lowest compared OMol25 entry of this formula, charge and spin)**: 0.0 kcal per mole

The geometry in XYZ format:
```
56
C22H31NOS ωB97M-V with the def2-TZVPD basis set
C -1.794 -2.403 0.385
C -2.591 -1.966 -0.808
C -1.889 -2.198 -2.113
C -3.813 -1.450 -0.764
C -4.646 -1.173 0.449
C -4.843 0.342 0.646
C -3.528 1.016 0.918
C -3.018 0.922 2.330
C -2.863 1.629 -0.053
C -1.520 2.277 0.070
C -0.432 1.350 -0.504
C 0.920 1.982 -0.393
C 1.229 3.095 -1.352
C 1.786 1.599 0.545
C 3.130 2.196 0.739
S 4.379 1.536 -0.461
C 4.415 -0.158 0.121
C 5.430 -0.489 1.005
C 5.499 -1.757 1.552
C 4.533 -2.696 1.232
C 3.518 -2.364 0.355
C 3.452 -1.102 -0.231
C 2.311 -0.878 -1.175
N 2.588 -0.152 -2.277
O 1.230 -1.404 -0.994
H -1.891 -3.480 0.526
H -0.742 -2.183 0.216
H -2.115 -1.908 1.297
H -0.890 -1.768 -2.074
H -2.439 -1.767 -2.947
H -1.775 -3.268 -2.289
H -4.289 -1.167 -1.695
H -4.194 -1.603 1.342
H -5.630 -1.635 0.318
H -5.528 0.510 1.481
H -5.295 0.758 -0.257
H -3.608 0.211 2.903
H -1.978 0.606 2.353
H -3.087 1.892 2.824
H -3.285 1.643 -1.050
H -1.517 3.219 -0.484
H -1.286 2.497 1.112
H -0.665 1.144 -1.551
H -0.452 0.402 0.032
H 1.210 4.057 -0.837
H 0.498 3.127 -2.156
H 2.221 2.972 -1.785
H 1.536 0.776 1.199
H 3.143 3.268 0.550
H 3.531 1.990 1.730
H 6.166 0.260 1.259
H 6.299 -2.005 2.235
H 4.569 -3.684 1.666
H 2.750 -3.079 0.099
H 1.829 0.061 -2.903
H 3.430 0.398 -2.336
```


- Number 3 is which compound?
  C42H32AsBrI2N8O10RuS2